C12H5F5N3O5S2SeTi | wB97M-V/def2-TZVPD

Properties
LUMO (alpha / beta) in eV: 4.699 / 4.696
Spin multiplicity: 2
M in g mol⁻¹: 557.14
<S²>: 0.753
Strongest force on any atom in eV/A: 1.03
Net charge: -2

Last column: natural (NBO) charge in e.
Positions of all 34 atoms, in Å:
Ti 0.34 0.23 0.10  1.435
S 5.07 1.12 -0.23  -0.360
C 3.44 1.05 -0.09  0.210
N 2.28 1.03 0.02  -0.622
F 3.03 -5.14 3.48  -0.317
C 2.47 -3.97 3.10  0.211
C 2.41 -3.62 1.76  0.266
F 2.93 -4.45 0.84  -0.302
C 1.83 -2.43 1.38  0.287
F 1.77 -2.09 0.09  -0.282
C 1.28 -1.51 2.31  0.264
O 0.75 -0.40 1.93  -0.695
C 1.35 -1.91 3.65  0.258
F 0.85 -1.11 4.61  -0.307
C 1.93 -3.10 4.04  0.260
F 1.98 -3.44 5.34  -0.316
O 0.44 -0.50 -1.78  -1.044
Se -1.03 -1.34 -1.68  2.755
O -0.85 -2.90 -2.00  -1.049
O -1.26 -1.03 -0.05  -1.040
O -2.15 -0.59 -2.57  -1.065
C -3.98 3.46 -2.57  -0.646
C -2.69 3.00 -1.95  0.285
C -1.55 2.86 -2.75  -0.370
C -0.47 2.25 -2.16  0.143
N -0.47 1.94 -0.87  -0.578
C -1.57 2.23 -0.12  0.268
S -1.38 1.88 1.53  -0.215
N -2.70 2.71 -0.66  -0.504
H -3.85 4.40 -3.10  0.201
H -4.73 3.58 -1.79  0.226
H -4.33 2.71 -3.28  0.224
H -1.56 3.10 -3.81  0.204
H 0.42 1.97 -2.71  0.216